# 1
Here is a structure of composition C42H36CuNP2Si at a distorted geometry from the Open Molecules 2025 dataset. Energies are from ωB97M-V with the def2-TZVPD basis set.

Cartesian coordinates (Å):
Cu1 1.922 0.465 -0.505
C1 3.601 -1.694 1.759
Si1 1.875 -1.044 1.196
C2 1.176 -2.507 0.135
C3 1.592 -3.826 0.281
C4 1.178 -4.817 -0.591
C5 0.296 -4.519 -1.616
C6 -0.163 -3.225 -1.761
C7 0.300 -2.220 -0.915
P1 -0.274 -0.509 -1.219
C8 0.251 -0.203 -2.944
C9 -0.088 1.062 -3.428
C10 0.228 1.425 -4.723
C11 0.906 0.534 -5.542
C12 1.294 -0.700 -5.049
C13 0.980 -1.066 -3.751
C14 -2.037 -0.929 -1.536
C15 -2.706 -0.854 -2.753
C16 -4.034 -1.236 -2.832
C17 -4.710 -1.658 -1.700
C18 -4.055 -1.713 -0.479
C19 -2.724 -1.355 -0.402
C20 0.849 -1.112 2.824
C21 1.125 -2.021 3.841
C22 0.485 -1.954 5.066
C23 -0.444 -0.956 5.309
C24 -0.759 -0.061 4.306
C25 -0.132 -0.150 3.067
P2 -0.614 0.994 1.719
C26 -0.037 2.540 2.531
C27 1.220 2.997 2.148
C28 1.754 4.139 2.716
C29 1.035 4.834 3.675
C30 -0.214 4.383 4.065
C31 -0.753 3.244 3.494
C32 -2.418 1.119 1.996
C33 -3.177 0.044 2.450
C34 -4.556 0.127 2.489
C35 -5.197 1.282 2.073
C36 -4.451 2.353 1.608
C37 -3.074 2.263 1.547
H1 3.589 -2.633 2.300
H2 4.056 -0.956 2.408
H3 4.249 -1.811 0.895
H4 2.267 -4.086 1.081
H5 1.536 -5.829 -0.476
H6 -0.032 -5.287 -2.302
H7 -0.872 -2.987 -2.545
H8 -0.612 1.747 -2.771
H9 -0.055 2.398 -5.098
H10 1.132 0.799 -6.566
H11 1.837 -1.389 -5.684
H12 1.290 -2.026 -3.364
H13 -2.193 -0.520 -3.644
H14 -4.545 -1.213 -3.784
H15 -5.747 -1.948 -1.773
H16 -4.587 -2.037 0.405
H17 -2.181 -1.406 0.534
H18 1.851 -2.803 3.680
H19 0.710 -2.676 5.840
H20 -0.930 -0.884 6.273
H21 -1.503 0.703 4.486
H22 1.775 2.438 1.401
H23 2.730 4.490 2.412
H24 1.449 5.728 4.118
H25 -0.770 4.923 4.818
H26 -1.736 2.914 3.796
H27 -2.686 -0.861 2.783
H28 -5.138 -0.716 2.840
H29 -6.275 1.344 2.101
H30 -4.950 3.256 1.284
H31 -2.489 3.091 1.166
C38 4.730 1.561 -4.061
C39 4.003 2.589 -3.476
C40 3.094 2.296 -2.478
N1 2.907 1.051 -2.033
C41 3.598 0.055 -2.606
C42 4.507 0.263 -3.621
H32 5.454 1.777 -4.831
H33 4.141 3.612 -3.785
H34 2.502 3.075 -2.013
H35 3.417 -0.934 -2.209
H36 5.023 -0.582 -4.049

lowest unoccupied orbital energy: 0.1 eV
HOMO level: -0.247 Ha
frontier orbital gap: 6.80 eV
total energy: -4289.5139 Ha
spin multiplicity: 1
relative energy (zero: lowest compared OMol25 entry of this formula, charge and spin): 79.47 kJ/mol

How positive or negative is each atom? The Löwdin charges in e answer that:
1. Cu 0.145
2. C -0.243
3. Si 0.574
4. C -0.281
5. C -0.095
6. C -0.085
7. C -0.083
8. C -0.111
9. C -0.388
10. P 0.999
11. C -0.401
12. C -0.134
13. C -0.086
14. C -0.089
15. C -0.084
16. C -0.101
17. C -0.345
18. C -0.084
19. C -0.085
20. C -0.088
21. C -0.074
22. C -0.106
23. C -0.278
24. C -0.097
25. C -0.085
26. C -0.082
27. C -0.109
28. C -0.384
29. P 1.055
30. C -0.354
31. C -0.107
32. C -0.089
33. C -0.096
34. C -0.083
35. C -0.098
36. C -0.393
37. C -0.128
38. C -0.094
39. C -0.090
40. C -0.084
41. C -0.110
42. H -0.001
43. H 0.014
44. H 0.010
45. H 0.090
46. H 0.099
47. H 0.101
48. H 0.108
49. H 0.110
50. H 0.103
51. H 0.100
52. H 0.106
53. H 0.100
54. H 0.098
55. H 0.101
56. H 0.099
57. H 0.101
58. H 0.087
59. H 0.089
60. H 0.100
61. H 0.102
62. H 0.098
63. H 0.058
64. H 0.100
65. H 0.098
66. H 0.102
67. H 0.099
68. H 0.107
69. H 0.105
70. H 0.099
71. H 0.101
72. H 0.107
73. C -0.048
74. C -0.049
75. C -0.106
76. N -0.039
77. C -0.126
78. C -0.041
79. H 0.109
80. H 0.106
81. H 0.123
82. H 0.118
83. H 0.112

# 2
Here is a structure of composition C42H36F10N11OV at a distorted geometry from the Open Molecules 2025 dataset. Energies are from ωB97M-V with the def2-TZVPD basis set.

Cartesian coordinates (Å):
V1 0.357 0.312 0.302
C1 -3.668 0.768 -4.633
C2 -3.321 0.986 -3.186
C3 -2.785 2.192 -2.742
C4 -2.321 2.311 -1.449
C5 -2.342 1.247 -0.543
N1 -1.541 1.270 0.617
C6 -1.988 2.051 1.637
C7 -3.285 2.641 1.591
C8 -3.775 3.499 2.543
C9 -3.021 3.824 3.668
C10 -3.544 4.748 4.735
C11 -1.793 3.206 3.786
C12 -1.271 2.329 2.831
N2 -0.021 1.705 3.146
C13 0.687 1.882 4.288
C14 1.654 0.911 4.351
C15 1.476 0.157 3.188
N3 0.482 0.649 2.460
C16 -3.094 0.126 -0.928
C17 -3.511 -0.016 -2.250
N4 -3.487 -0.869 0.014
C18 -3.911 -2.127 -0.255
C19 -4.371 -2.665 0.921
C20 -4.193 -1.636 1.863
N5 -3.654 -0.561 1.313
H1 -3.906 1.710 -5.128
H2 -4.522 0.097 -4.744
H3 -2.822 0.319 -5.160
H4 -2.695 3.027 -3.428
H5 -1.871 3.237 -1.114
H6 -3.913 2.395 0.748
H7 -4.771 3.911 2.418
H8 -4.073 5.597 4.298
H9 -2.732 5.144 5.348
H10 -4.243 4.239 5.405
H11 -1.226 3.416 4.680
H12 0.470 2.670 4.982
H13 2.405 0.784 5.111
H14 2.074 -0.649 2.797
H15 -4.010 -0.924 -2.566
H16 -3.838 -2.562 -1.236
H17 -4.770 -3.654 1.070
H18 -4.439 -1.625 2.914
C21 1.529 3.277 0.908
N6 1.670 2.183 -0.058
C22 3.102 1.819 -0.233
C23 3.840 1.317 1.022
N7 3.654 -0.072 1.352
C24 4.428 -0.992 0.820
C25 4.278 -2.345 1.276
F1 3.330 -2.593 2.217
C26 4.990 -3.416 0.808
F2 4.740 -4.653 1.291
C27 5.952 -3.259 -0.180
F3 6.670 -4.316 -0.634
C28 6.148 -1.981 -0.669
F4 7.064 -1.788 -1.638
C29 5.428 -0.904 -0.198
F5 5.667 0.288 -0.815
C30 1.129 2.668 -1.337
C31 0.968 1.624 -2.422
N8 0.218 0.465 -1.960
C32 -0.094 -0.430 -2.900
C33 -0.820 -1.617 -2.581
F6 -1.218 -1.809 -1.306
C34 -1.192 -2.595 -3.469
F7 -1.880 -3.666 -3.025
C35 -0.881 -2.494 -4.813
F8 -1.232 -3.455 -5.693
C36 -0.186 -1.368 -5.202
F9 0.139 -1.218 -6.497
C37 0.187 -0.387 -4.302
F10 0.857 0.652 -4.866
H19 2.072 4.170 0.566
H20 0.472 3.525 1.014
H21 1.909 2.991 1.884
H22 3.157 1.046 -0.999
H23 3.623 2.714 -0.617
H24 4.892 1.600 0.899
H25 3.495 1.889 1.889
H26 0.157 3.102 -1.119
H27 1.772 3.478 -1.720
H28 0.451 2.146 -3.237
H29 1.953 1.343 -2.817
C38 2.366 -4.067 -1.469
N9 1.522 -3.583 -0.380
C39 0.904 -4.451 0.454
C40 0.070 -4.034 1.430
C41 -0.177 -2.633 1.510
N10 0.448 -1.787 0.718
C42 1.366 -2.208 -0.203
O1 1.990 -1.395 -0.867
N11 -1.069 -2.134 2.387
H30 3.202 -4.642 -1.076
H31 2.746 -3.200 -1.999
H32 1.775 -4.682 -2.147
H33 1.120 -5.497 0.281
H34 -0.422 -4.734 2.087
H35 -1.744 -2.771 2.771
H36 -1.407 -1.196 2.199

⟨S²⟩: 3.76
net charge: -1
lowest unoccupied orbital energy (alpha / beta): 2.4 / 2.4 eV
HOMO level (alpha / beta): -0.136 / -0.138 Ha
frontier orbital gap (alpha / beta): 6.08 / 6.13 eV
total energy: -4242.3739 Ha
spin multiplicity: 4
relative energy (zero: lowest compared OMol25 entry of this formula, charge and spin): 0.00 kJ/mol

Atomic partial charges in e from the Löwdin method, atoms 1 to 99:
1. V 0.846
2. C -0.043
3. C -0.276
4. C -0.040
5. C -0.035
6. C -0.272
7. N -0.022
8. C -0.246
9. C -0.029
10. C -0.064
11. C -0.307
12. C -0.071
13. C -0.009
14. C -0.115
15. N -0.063
16. C -0.071
17. C -0.039
18. C -0.138
19. N 0.003
20. C -0.126
21. C 0.009
22. N -0.065
23. C -0.077
24. C -0.074
25. C -0.182
26. N 0.102
27. H 0.073
28. H 0.075
29. H 0.074
30. H 0.111
31. H 0.113
32. H 0.103
33. H 0.108
34. H 0.070
35. H 0.068
36. H 0.073
37. H 0.091
38. H 0.105
39. H 0.095
40. H 0.078
41. H 0.114
42. H 0.111
43. H 0.085
44. H 0.099
45. C -0.077
46. N -0.254
47. C -0.158
48. C -0.232
49. N 0.016
50. C -0.237
51. C -0.165
52. F 0.058
53. C -0.189
54. F 0.075
55. C -0.183
56. F 0.061
57. C -0.171
58. F 0.088
59. C -0.134
60. F 0.049
61. C -0.204
62. C -0.222
63. N -0.020
64. C -0.193
65. C -0.161
66. F 0.067
67. C -0.164
68. F 0.086
69. C -0.172
70. F 0.078
71. C -0.173
72. F 0.096
73. C -0.127
74. F 0.050
75. H 0.098
76. H 0.084
77. H 0.066
78. H 0.107
79. H 0.123
80. H 0.106
81. H 0.084
82. H 0.088
83. H 0.126
84. H 0.116
85. H 0.117
86. C 0.012
87. N -0.015
88. C -0.037
89. C 0.009
90. C -0.357
91. N 0.089
92. C -0.502
93. O 0.055
94. N 0.197
95. H 0.089
96. H 0.097
97. H 0.096
98. H 0.137
99. H 0.107

# 3
Here is a cluster of 3 separate species, C42H36FN4O5S in total at a distorted geometry from the Open Molecules 2025 dataset. Energies are from ωB97M-V with the def2-TZVPD basis set.

Cartesian coordinates (Å):
C1 2.672 -1.814 1.685
C2 1.703 -0.820 0.912
C3 1.532 0.693 1.325
C4 0.546 1.400 0.374
C5 0.323 2.977 0.695
C6 0.928 3.750 -0.604
C7 2.512 3.955 -0.545
C8 3.370 2.632 -0.812
S1 4.932 2.907 -1.775
C9 5.950 1.378 -1.786
N1 5.663 0.110 -2.397
N2 6.740 -0.690 -2.138
C10 7.688 0.053 -1.377
O1 7.233 1.378 -1.153
N3 -0.187 0.943 -0.722
N4 -0.016 -0.326 -1.065
C11 -0.735 -0.863 -2.255
C12 -1.668 0.211 -2.983
C13 -0.879 1.357 -3.784
F1 -1.293 1.539 -5.138
C14 0.838 -1.159 -0.311
H1 3.695 -1.281 1.733
H2 2.845 -2.810 1.167
H3 2.372 -1.964 2.787
H4 2.099 1.168 2.185
H5 -0.804 3.129 0.689
H6 0.835 3.292 1.664
H7 0.578 3.246 -1.581
H8 0.465 4.807 -0.645
H9 2.784 4.453 0.451
H10 2.769 4.727 -1.365
H11 2.747 1.859 -1.387
H12 3.659 2.202 0.207
H13 8.703 -0.329 -1.013
H14 -1.407 -1.766 -2.008
H15 0.015 -1.243 -3.043
H16 -2.299 -0.359 -3.763
H17 -2.438 0.615 -2.227
H18 0.258 1.212 -3.664
H19 -1.107 2.349 -3.241
H20 0.905 -2.248 -0.674
C15 2.199 -1.943 8.405
C16 1.867 -2.735 9.502
C17 2.199 -4.085 9.512
C18 2.853 -4.650 8.417
C19 3.163 -3.863 7.309
C20 2.845 -2.504 7.310
C21 3.813 -4.462 6.120
O2 4.088 -3.772 5.151
C22 4.117 -5.910 6.123
C23 4.677 -6.500 4.989
C24 4.977 -7.858 4.987
C25 4.728 -8.629 6.120
C26 4.165 -8.047 7.250
C27 3.849 -6.688 7.250
C28 3.218 -6.085 8.445
O3 2.996 -6.760 9.434
H21 1.948 -0.887 8.402
H22 1.352 -2.298 10.351
H23 1.943 -4.696 10.371
H24 3.095 -1.883 6.456
H25 4.876 -5.905 4.104
H26 5.408 -8.316 4.102
H27 4.969 -9.687 6.120
H28 3.969 -8.654 8.127
C29 -9.578 1.614 -4.614
C30 -8.634 1.183 -3.685
C31 -7.346 1.706 -3.707
C32 -6.994 2.654 -4.668
C33 -7.932 3.067 -5.614
C34 -9.229 2.553 -5.578
C35 -7.558 4.035 -6.670
O4 -8.377 4.399 -7.494
C36 -6.169 4.547 -6.713
C37 -5.786 5.416 -7.736
C38 -4.488 5.912 -7.777
C39 -3.570 5.551 -6.793
C40 -3.947 4.682 -5.775
C41 -5.245 4.171 -5.739
C42 -5.625 3.218 -4.672
O5 -4.820 2.898 -3.811
H29 -10.585 1.212 -4.591
H30 -8.904 0.441 -2.941
H31 -6.617 1.371 -2.976
H32 -9.967 2.881 -6.303
H33 -6.496 5.704 -8.504
H34 -4.190 6.583 -8.576
H35 -2.560 5.945 -6.822
H36 -3.226 4.401 -5.014

net charge: +1
lowest unoccupied orbital energy: -4.9 eV
HOMO level: -0.411 Ha
frontier orbital gap: 6.27 eV
total energy: -2714.9035 Ha
spin multiplicity: 1
relative energy (zero: lowest compared OMol25 entry of this formula, charge and spin): 400.47 kJ/mol

How positive or negative is each atom? The Löwdin charges in e answer that:
1. C -0.048
2. C -0.099
3. C 0.114
4. C -0.165
5. C -0.105
6. C -0.196
7. C -0.242
8. C -0.501
9. S 0.904
10. C -0.532
11. N -0.002
12. N -0.019
13. C -0.081
14. O -0.044
15. N 0.158
16. N -0.105
17. C -0.126
18. C -0.150
19. C -0.187
20. F -0.075
21. C 0.072
22. H 0.107
23. H 0.095
24. H 0.108
25. H 0.137
26. H 0.122
27. H 0.122
28. H 0.101
29. H 0.125
30. H 0.124
31. H 0.116
32. H 0.077
33. H 0.076
34. H 0.149
35. H 0.151
36. H 0.155
37. H 0.139
38. H 0.126
39. H 0.122
40. H 0.116
41. H 0.157
42. C -0.060
43. C -0.051
44. C 0.010
45. C -0.081
46. C -0.087
47. C -0.007
48. C -0.281
49. O 0.076
50. C -0.088
51. C -0.002
52. C -0.055
53. C -0.049
54. C 0.009
55. C -0.083
56. C -0.278
57. O 0.113
58. H 0.106
59. H 0.111
60. H 0.125
61. H 0.112
62. H 0.117
63. H 0.109
64. H 0.111
65. H 0.124
66. C -0.052
67. C -0.058
68. C -0.004
69. C -0.087
70. C -0.081
71. C 0.009
72. C -0.278
73. O 0.112
74. C -0.082
75. C 0.009
76. C -0.051
77. C -0.056
78. C -0.001
79. C -0.086
80. C -0.280
81. O 0.077
82. H 0.111
83. H 0.107
84. H 0.115
85. H 0.124
86. H 0.124
87. H 0.110
88. H 0.108
89. H 0.113